The following is a DFT calculation (ωB97M-V with the def2-TZVPD basis set) of a 3-piece molecular cluster, C5H8O2 overall.

Output
**Relative energy (zero: lowest compared OMol25 entry of this formula, charge and spin)**: 6.734 eV
**Net charge**: 0
**Spin multiplicity**: 1
**Orbital gap**: 8.57 eV

Geometry (Å):
1 C 0.859 -0.302 1.443
2 C 0.287 -1.005 0.374
3 O -1.080 -1.313 0.266
4 C -1.258 -0.558 -0.924
5 C -1.228 0.913 -0.568
6 C 0.051 0.200 -0.900
7 O 1.093 0.562 -1.513
8 H 1.821 0.787 0.604
9 H 0.228 0.320 2.074
10 H 1.816 -0.599 1.857
11 H 0.913 -1.756 -0.112
12 H -1.839 -1.014 -1.722
13 H -1.520 1.598 -1.363
14 H -1.553 1.197 0.431
15 H 1.870 0.915 -0.235